1.
81
Properties=species:S:1:pos:R:3 method="wB97M-V/def2-TZVPD" s2=8.792 e_lumo_ev="-2.353 / -3.608" homo_ha="-0.321 / -0.340" charge=+1 multiplicity=6 molar_mass_da=1169.67 energy_ev=-209040.4715
Ru 0.0345 -0.7467 -0.2102
C 1.6255 3.6332 3.4570
N 1.0809 2.3442 3.1078
C 0.7461 1.4269 4.1834
C 0.9442 1.8613 1.8715
O 0.4864 0.7361 1.7010
C 1.4026 2.7261 0.6956
O 1.2931 2.0013 -0.5130
C 0.6114 2.6429 -1.5679
C -0.8889 2.3422 -1.4548
O -1.2451 1.3396 -0.8509
N -1.7684 3.1937 -2.0002
C -1.4230 4.3202 -2.8352
C -3.1831 2.9812 -1.7736
H 1.1154 4.0043 4.3450
H 1.4751 4.3522 2.6567
H 2.6969 3.5682 3.6669
H 0.9349 1.9042 5.1389
H 1.3542 0.5238 4.1024
H -0.3012 1.1267 4.1063
H 2.4593 2.9984 0.8382
H 0.7978 3.6380 0.6580
H 1.0022 2.1824 -2.4844
H 0.8234 3.7179 -1.5729
H -0.5041 4.1267 -3.3818
H -1.3132 5.2359 -2.2469
H -2.2227 4.4743 -3.5592
H -3.2940 2.1949 -1.0306
H -3.6838 2.6726 -2.6933
H -3.6395 3.9005 -1.4036
Se 0.1829 -3.9066 -0.0647
Te 0.3492 -2.3822 1.8048
Te 3.7877 -2.4637 -1.1362
Se 2.3334 -0.6856 -0.3839
C 1.5848 -0.6592 -3.7615
C 0.2405 -1.2116 -3.4824
N -0.4581 -1.1477 -2.3655
C -1.6156 -1.8420 -2.5824
C -1.6242 -2.3237 -3.8539
N -0.4489 -1.9085 -4.4106
H 1.8623 0.0946 -3.0262
H 1.6246 -0.2334 -4.7620
H 2.3317 -1.4531 -3.6923
H -2.3508 -1.9601 -1.8047
H -2.3362 -2.9140 -4.3923
H -0.1187 -2.1081 -5.3410
S -2.2287 -0.6348 0.9390
Sb -4.1316 -1.9218 0.8010
C -4.7553 -1.9125 2.8526
C -5.0699 -3.1031 3.4866
C -5.4791 -3.0835 4.8109
C -5.5826 -1.8822 5.4921
C -5.2502 -0.6963 4.8559
C -4.8289 -0.7079 3.5359
C -3.8152 -3.9902 0.2726
C -2.9183 -4.6845 1.0689
C -2.6111 -6.0014 0.7700
C -3.2112 -6.6212 -0.3131
C -4.1299 -5.9306 -1.0843
C -4.4299 -4.6077 -0.8038
C -5.4925 -0.7643 -0.4304
C -6.2379 -1.2906 -1.4706
C -7.0289 -0.4518 -2.2402
C -7.0818 0.9042 -1.9703
C -6.3501 1.4237 -0.9153
C -5.5509 0.5924 -0.1496
H -5.0031 -4.0430 2.9523
H -5.7233 -4.0113 5.3061
H -5.9162 -1.8680 6.5207
H -5.3255 0.2399 5.3899
H -4.5542 0.2191 3.0433
H -2.4498 -4.2014 1.9208
H -1.8970 -6.5305 1.3804
H -2.9634 -7.6422 -0.5579
H -4.6203 -6.4213 -1.9111
H -5.1506 -4.0814 -1.4134
H -6.2303 -2.3484 -1.6859
H -7.6047 -0.8643 -3.0546
H -7.6921 1.5552 -2.5780
H -6.4028 2.4783 -0.6920
H -4.9713 0.9984 0.6716

***

2.
100
Properties=species:S:1:pos:R:3 method="wB97M-V/def2-TZVPD" e_lumo_ev=-0.585 homo_ha=-0.308 molar_mass_da=859.69 energy_ev=-167580.9134
C 6.1022 -2.4540 2.5260
C 5.1228 -1.9241 3.4203
O 3.9414 -1.9784 4.3448
P 2.4738 -2.2388 3.4310
O 1.2347 -1.8938 4.3595
O 2.4511 -1.0614 2.1185
O 2.3240 -3.8236 2.7254
Cl 3.4218 -4.9248 3.3923
H 6.9810 -2.8898 1.8465
H 3.1407 -1.3463 1.4208
C 1.1249 -4.1310 -1.4985
S 2.8038 -3.5460 -1.8320
O 3.6408 -3.8688 -0.6298
C 2.4050 -1.7827 -1.7584
H 1.1385 -5.2229 -1.4598
H 0.7756 -3.7399 -0.5399
H 0.4588 -3.8070 -2.3016
H 1.9768 -1.5362 -0.7842
H 1.6974 -1.5347 -2.5533
H 3.3253 -1.2127 -1.9041
C 2.6637 -5.1775 -7.0063
S 1.9935 -5.4842 -5.3543
O 1.9207 -4.1645 -4.6452
C 3.4456 -6.3602 -4.7236
H 1.9319 -4.6004 -7.5767
H 3.5942 -4.6093 -6.9333
H 2.8437 -6.1300 -7.5102
H 4.3277 -5.7196 -4.7913
H 3.6002 -7.2746 -5.3015
H 3.2665 -6.6203 -3.6780
C -3.1699 -3.7053 2.2258
S -1.9461 -3.0538 1.0637
O -1.9102 -3.9770 -0.1179
C -0.5010 -3.4250 2.0872
H -4.1610 -3.6120 1.7754
H -2.9652 -4.7583 2.4337
H -3.1387 -3.1264 3.1519
H -0.4607 -4.4949 2.3038
H -0.5562 -2.8552 3.0178
H 0.3970 -3.1329 1.5381
C -3.9328 -1.1825 -2.1962
S -3.8722 0.2588 -1.1048
O -5.2868 0.6438 -0.7874
C -3.2625 1.4148 -2.3562
H -4.3268 -2.0304 -1.6307
H -4.5876 -0.9804 -3.0473
H -2.9250 -1.4191 -2.5453
H -3.9582 1.4568 -3.1973
H -2.2762 1.0941 -2.7001
H -3.1820 2.4054 -1.9031
C 5.9932 1.8610 5.7016
S 4.5009 1.1168 5.0005
O 4.7075 1.0019 3.5193
C 3.4271 2.5440 5.2899
H 6.8181 1.1526 5.5946
H 6.2375 2.7831 5.1687
H 5.8333 2.0708 6.7618
H 3.8293 3.4238 4.7827
H 3.3503 2.7317 6.3636
H 2.4354 2.3182 4.8914
C -0.2966 4.7575 3.5851
S 1.3824 5.3426 3.2516
O 2.2194 5.0198 4.4538
C 0.9835 7.1059 3.3251
H -0.2829 3.6657 3.6238
H -0.6458 5.1487 4.5437
H -0.9626 5.0816 2.7819
H 0.5554 7.3524 4.2993
H 0.2760 7.3538 2.5303
H 1.9039 7.6759 3.1795
C 5.3182 6.3298 -0.0969
S 4.6480 6.0231 1.5551
O 4.5752 7.3428 2.2643
C 6.1001 5.1471 2.1858
H 4.5864 6.9069 -0.6672
H 6.2487 6.8980 -0.0238
H 5.4982 5.3773 -0.6008
H 6.9822 5.7878 2.1182
H 6.2547 4.2328 1.6080
H 5.9210 4.8870 3.2315
C -4.0672 -0.0375 -7.5679
S -4.7115 0.1802 -5.8916
O -4.8512 -1.1831 -5.2818
C -6.3628 0.7216 -6.3953
H -3.0435 -0.4134 -7.5007
H -4.6813 -0.7573 -8.1145
H -4.0649 0.9244 -8.0861
H -6.8353 -0.0445 -7.0140
H -6.2861 1.6590 -6.9515
H -6.9636 0.8831 -5.4974
C -9.8949 0.6979 0.7769
S -8.7296 -0.5298 1.4151
O -9.1656 -0.8850 2.8057
C -7.3257 0.6025 1.5587
H -10.8675 0.2181 0.6446
H -9.9931 1.5244 1.4850
H -9.5419 1.0697 -0.1879
H -7.5820 1.4346 2.2181
H -7.0559 0.9773 0.5684
H -6.4798 0.0543 1.9796

***

3.
27
Properties=species:S:1:pos:R:3 method="wB97M-V/def2-TZVPD" relative_energy_ev=2.793 e_lumo_ev=-17.801 homo_ha=-0.776 charge=+3 molar_mass_da=274.98 energy_ev=-21828.3578
In 27.3633 15.6901 -8.3020
O 30.0547 14.6563 -8.9700
H 30.9610 14.9198 -8.8108
H 30.1122 13.7312 -9.2090
O 29.8180 16.0962 -6.6479
H 29.5685 16.3214 -5.7517
H 30.7064 16.4394 -6.7432
C 27.2949 13.7386 -4.9942
C 28.5204 13.0317 -5.5423
O 28.2864 12.9010 -6.9148
O 27.1997 15.1178 -5.3675
H 27.4144 13.5636 -3.9250
H 26.4288 13.1473 -5.2912
H 28.6481 12.0280 -5.1367
H 29.4107 13.5854 -5.2444
H 29.0439 12.4465 -7.2906
H 27.4822 15.7221 -4.6772
C 27.1634 19.2459 -10.3265
C 28.5698 19.1015 -9.7963
O 29.0136 17.7767 -9.4556
O 26.1689 18.6826 -9.4423
H 27.0548 18.9263 -11.3629
H 26.9243 20.3090 -10.2978
H 28.7253 19.6662 -8.8771
H 29.2461 19.5123 -10.5459
H 29.9330 17.8380 -9.7249
H 25.6224 19.4426 -9.2295

***

4.
122
Properties=species:S:1:pos:R:3 method="wB97M-V/def2-TZVPD" e_lumo_ev=-1.010 homo_ha=-0.310 molar_mass_da=1266.76 energy_ev=-155091.7404
C -1.2494 -3.9816 -3.2563
C -0.4388 -3.8336 -1.9601
S 0.3678 -2.2134 -1.9340
C 1.3617 -2.1030 -0.4039
Si 0.5728 -1.0331 0.9404
C 1.8781 0.0478 1.7047
C 1.4753 0.8493 2.9856
C 2.5246 1.9630 3.1873
C 3.9435 1.3625 3.4507
C 4.9135 1.5636 2.2615
C 6.2272 2.2112 2.7228
O 7.1308 2.4723 1.6499
C 7.4599 1.3663 0.9263
C 7.4589 1.4434 -0.5823
O 7.7035 0.3565 1.4715
O -0.8264 -0.3381 0.3838
Si -0.8673 1.0979 -0.4513
B 0.7046 1.6443 -1.5281
O 0.7675 2.9561 -1.9445
O 1.7308 0.8326 -1.9501
C -1.5743 2.4158 0.7293
I -0.1331 3.9267 1.2539
C -2.2082 1.7703 2.0460
C -3.7348 1.6251 1.9934
I -1.8450 3.1636 3.6968
S -2.4456 0.8525 -2.0070
O -1.8192 -0.0027 -2.9798
O -2.7680 2.1128 -2.6336
C -3.9530 -0.0971 -1.4446
F -3.7474 -0.8457 -0.3742
F -4.2220 -0.9390 -2.4320
C -5.2524 0.7697 -1.2691
F -5.8053 0.8799 -2.4532
F -4.9938 1.9994 -0.8606
F -6.0945 0.2196 -0.4411
S -0.0756 -2.4299 2.5602
O 0.5087 -2.1133 3.8382
O -1.5109 -2.3906 2.6343
C 0.3605 -4.2051 2.2142
F -0.2475 -4.8959 3.1648
F -0.0983 -4.6651 1.0648
C 1.8985 -4.5243 2.3665
F 2.1120 -5.2312 3.4386
F 2.6287 -3.4246 2.4531
F 2.3350 -5.2320 1.3484
H -1.7463 -4.9552 -3.2579
H -0.6247 -3.9160 -4.1496
H -2.0488 -3.2377 -3.3127
H -1.1489 -3.9760 -1.1404
H 0.2768 -4.6607 -1.9176
H 2.3068 -1.6174 -0.6696
H 1.6316 -3.1146 -0.0841
H 2.3521 0.7587 1.0158
H 2.6909 -0.6306 2.0094
H 1.5197 0.2526 3.8968
H 0.4689 1.2579 2.8580
H 2.1988 2.6259 3.9935
H 2.6310 2.5661 2.2799
H 3.8741 0.3162 3.7527
H 4.3563 1.9538 4.2772
H 4.5104 2.2172 1.4774
H 5.0857 0.5852 1.7979
H 6.6552 1.6050 3.5264
H 5.9679 3.1866 3.1409
H 8.2715 0.8150 -0.9397
H 7.5954 2.4651 -0.9392
H 6.4998 1.0373 -0.9098
H -0.1609 3.2429 -2.0003
H 2.5655 1.2461 -1.6723
H -2.3964 2.9414 0.2322
H -1.7077 0.8600 2.3667
H -4.0800 0.7007 1.5247
H -4.0842 1.5847 3.0265
H -4.1762 2.5312 1.5741
C 2.4779 5.6015 -6.4559
O 2.7755 4.5123 -7.3115
C 4.1187 4.0653 -7.1901
C 4.2059 2.7907 -6.3771
O 3.8760 3.0203 -5.0144
C 2.5664 2.5808 -4.6817
H 1.4016 5.7663 -6.4856
H 2.7730 5.3961 -5.4239
H 2.9806 6.5088 -6.8082
H 4.7514 4.8442 -6.7543
H 4.4807 3.8620 -8.2030
H 5.2397 2.4301 -6.4004
H 3.5674 2.0139 -6.8078
H 2.5290 1.4863 -4.6702
H 1.8208 2.9672 -5.3809
H 2.3327 2.9465 -3.6869
C 0.0795 0.0494 9.7209
O -1.2564 0.3371 9.3478
C -1.4118 1.6461 8.8170
C -1.5343 1.6206 7.3078
O -0.3138 1.2275 6.6951
C -0.3355 -0.1185 6.2431
H 0.1414 -1.0132 9.9518
H 0.7810 0.2744 8.9137
H 0.3542 0.6184 10.6158
H -0.5853 2.2933 9.1256
H -2.3368 2.0532 9.2379
H -1.7566 2.6335 6.9565
H -2.3552 0.9683 6.9958
H -0.9875 -0.2142 5.3678
H -0.6712 -0.8018 7.0265
H 0.6772 -0.3927 5.9518
C -4.5419 -3.6852 -5.8182
O -4.8071 -4.4092 -4.6283
C -5.5880 -3.6709 -3.6974
C -7.0295 -4.1345 -3.6925
O -7.6856 -3.8057 -4.9091
C -7.8271 -4.9177 -5.7757
H -4.0943 -4.3722 -6.5355
H -5.4562 -3.2723 -6.2511
H -3.8317 -2.8754 -5.6190
H -5.5273 -2.5988 -3.9025
H -5.1575 -3.8511 -2.7066
H -7.5626 -3.6129 -2.8909
H -7.0888 -5.2089 -3.4945
H -8.5735 -5.6144 -5.3789
H -6.8782 -5.4398 -5.9206
H -8.1742 -4.5485 -6.7399

***

5.
24
Properties=species:S:1:pos:R:3 method="wB97M-V/def2-TZVPD" relative_energy_ev=0.192 e_lumo_ev=-2.738 homo_ha=-0.397 charge=+1 molar_mass_da=274.08 energy_ev=-22053.9336
C 2.7918 -1.7110 -0.0628
C -2.5138 1.8609 -0.1719
C -1.9350 1.2077 -1.5046
C 2.7750 -0.5979 0.6829
C -0.8040 1.1289 1.4147
N 3.0579 -2.9419 0.4891
N -0.9709 -0.1428 1.1575
N -1.5022 2.0685 0.8496
O 2.4884 -1.7627 -1.3502
O -1.7909 -0.1865 -1.5052
I 2.2058 1.2248 -0.2064
H -3.2138 1.0223 0.1721
H -3.2239 2.7837 -0.3796
H -2.7258 1.4990 -2.4405
H -1.0194 1.7619 -1.6398
H 3.3342 -0.5292 1.6140
H -0.0085 1.5078 2.0723
H 3.3142 -3.0495 1.4743
H 2.8499 -3.8475 0.0765
H -0.2541 -0.9081 1.4592
H -1.5413 -0.3644 0.3154
H -1.4087 3.0858 1.1641
H 2.7033 -2.5407 -1.7498
H -2.6083 -0.5691 -1.9310

***

6.
74
Properties=species:S:1:pos:R:3 method="wB97M-V/def2-TZVPD" relative_energy_ev=5.474 e_lumo_ev=-1.475 homo_ha=-0.194 molar_mass_da=508.54 energy_ev=-50425.2256
C -4.7272 0.6017 4.2285
C -4.0539 1.1480 2.9973
C -4.0943 2.5245 2.7340
C -3.4962 3.0730 1.6182
C -2.8433 2.2893 0.6142
B -1.7942 3.0721 -0.4149
C -3.3251 2.6969 -1.0075
C -4.2752 3.6840 -1.3126
C -5.2055 3.3035 -2.3058
C -4.9205 2.0794 -2.9043
C -5.6797 1.3953 -3.9824
S -3.5263 1.3763 -2.1695
O -1.6570 4.4491 -0.2604
C -0.8394 4.9101 -1.3708
C -1.6718 5.8242 -2.2503
C 0.3205 5.6386 -0.7354
C -0.4087 3.5589 -2.1269
C -1.2116 3.2984 -3.3924
C 1.0562 3.4299 -2.4625
O -0.7525 2.5203 -1.1712
C -2.7418 0.8996 0.9588
C -3.3730 0.3490 2.0615
H -4.6284 -0.4886 4.2935
H -4.3132 1.0393 5.1526
H -5.8013 0.8467 4.2179
H -4.6019 3.1832 3.4412
H -3.4856 4.1517 1.4936
H -4.3167 4.6256 -0.7711
H -6.0760 3.8942 -2.5845
H -6.5273 1.9997 -4.3057
H -5.0499 1.2134 -4.8617
H -6.0585 0.4257 -3.6401
H -1.1130 6.0633 -3.1676
H -2.6320 5.3488 -2.5085
H -1.8849 6.7597 -1.7212
H 1.1328 5.8441 -1.4434
H -0.0176 6.5878 -0.3014
H 0.7300 5.0425 0.0915
H -0.9102 3.9755 -4.2008
H -1.0465 2.2653 -3.7119
H -2.2846 3.4272 -3.2278
H 1.2887 4.0275 -3.3582
H 1.6751 3.7687 -1.6258
H 1.2915 2.3764 -2.6556
H -2.1441 0.2573 0.3092
H -3.3385 -0.7311 2.2286
C 0.0955 2.7070 1.4078
C 1.4549 2.7484 0.9292
C 1.9661 1.6658 0.1629
C 3.2989 1.6476 -0.2167
C 4.1251 2.7554 -0.0023
C 3.6154 3.8626 0.6740
C 2.3372 3.8275 1.2356
C -0.3040 3.5479 2.4925
C -0.6960 2.9271 3.6702
C -0.9363 3.5582 4.9502
C -1.5299 2.8178 6.0183
C -2.0083 3.4845 7.1423
C -1.8715 4.8827 7.2528
C -1.1349 5.5937 6.2913
C -0.6533 4.9406 5.1518
H -0.4075 1.7358 1.2815
H 1.2819 0.8593 -0.1016
H 3.6997 0.7752 -0.7128
H 5.1640 2.7515 -0.3384
H 4.2210 4.7590 0.7941
H 1.9813 4.6498 1.8681
H -0.2418 4.6540 2.3980
H -0.8479 1.8319 3.5883
H -1.6364 1.7301 5.9071
H -2.5285 2.9363 7.9247
H -2.3447 5.4262 8.0731
H -0.9674 6.6704 6.3965
H -0.0930 5.4622 4.3644